Record 1
# C2H2Cl2P

2 unconnected molecules or ions with the total composition C2H2Cl2P (the ωB97M-V functional and the def2-TZVPD basis, the Open Molecules 2025 dataset).

Geometry as XYZ:
```
7
Properties=species:S:1:pos:R:3:forces:R:3:nbo_charge:R:1
P 0.508 0.890 -0.032 0.73 0.76 0.45 1.1963
Cl -0.661 -0.547 -0.502 -0.48 -0.66 -0.09 -0.0266
H 1.758 -0.176 3.540 0.75 -0.45 1.57 0.2622
H -1.917 0.230 -3.814 -0.64 -1.90 0.75 0.2954
C 1.534 0.137 2.583 -0.48 0.17 -0.30 0.1880
C 1.077 0.440 1.517 -0.40 0.21 -1.44 -0.6258
Cl -2.299 -0.973 -3.291 0.54 1.87 -0.93 -0.2896
```
Forces are in eV/Å.

net charge	+1
LUMO	-8.2	eV
gap between HOMO and LUMO	6.654	eV
F_max	2.2	eV/A
HOMO	-14.85	eV

Record 2
# C3H4N4O

C3H4N4O in the gas phase (the ωB97M-V functional and the def2-TZVPD basis, the Open Molecules 2025 dataset).

Geometry as XYZ:
```
12
Properties=species:S:1:pos:R:3:forces:R:3:nbo_charge:R:1
H -1.648 1.745 0.420 -0.90 1.14 0.94 0.3780
N 0.168 0.994 0.357 2.76 -1.38 -0.80 -0.4688
H 0.855 1.581 -0.274 -1.72 -1.67 1.45 0.4037
C 0.676 -0.409 0.329 -0.90 4.96 -0.94 0.2555
N 0.085 -1.464 0.077 -4.22 -0.86 0.07 -0.2023
C -1.921 -0.130 -0.293 4.21 -0.28 2.46 0.2381
H -2.984 -0.167 -0.354 -0.60 0.85 -0.38 0.2191
C 2.045 -0.594 0.048 7.27 2.71 -0.94 0.3582
H 2.360 -1.644 0.190 0.00 0.34 -0.27 0.1641
O 2.922 0.287 -0.335 -4.45 -3.43 1.61 -0.5264
N -1.149 1.090 -0.100 -1.66 -1.88 -2.27 -0.4782
N -1.408 -1.290 -0.065 0.20 -0.50 -0.93 -0.3411
```
Forces are in eV/Å.

SMILES	O=CC1=NN=CNN1
LUMO	-0.8	eV
gap between HOMO and LUMO	8.249	eV
F_max	7.8	eV/A
HOMO	-9.03	eV

Record 3
# C14H22FNO13S

4 unconnected molecules or ions with the total composition C14H22FNO13S (the ωB97M-V functional and the def2-TZVPD basis, the Open Molecules 2025 dataset).

Geometry as XYZ:
```
52
Properties=species:S:1:pos:R:3:forces:R:3:nbo_charge:R:1
H 4.579 -1.203 -0.626 -0.01 0.01 0.01 0.1903
H -1.681 5.025 0.472 -0.04 0.03 0.00 0.2260
O 2.246 -2.640 -1.211 -0.04 -0.04 0.00 -0.5032
H -0.919 2.819 -0.199 0.04 -0.02 0.04 0.1629
C -0.569 -4.643 -2.072 0.01 -0.02 -0.13 -0.0982
H 5.112 -2.665 0.238 0.01 -0.08 -0.06 0.2050
C -3.032 3.685 1.500 0.00 0.02 -0.08 0.8096
C -1.104 -2.925 -0.703 0.29 0.12 -0.01 0.9767
H 2.816 -3.385 0.620 0.01 -0.01 0.00 0.1872
N -1.733 1.523 -2.431 -0.19 0.07 -0.13 -0.8637
H 0.287 -5.306 -2.161 0.04 0.04 0.06 0.2062
H -1.477 -5.174 -2.364 -0.01 0.00 0.02 0.1833
S -2.247 1.337 -3.976 0.02 -0.20 0.14 2.5270
O -3.633 1.600 -4.146 -0.05 -0.10 0.02 -0.9098
C 4.362 -2.253 -0.430 -0.04 0.06 0.07 -0.0996
H 1.236 2.834 5.201 -0.01 0.03 -0.08 0.2086
H -2.089 0.134 0.643 0.07 -0.15 -0.06 0.2407
O -1.292 1.895 -4.859 0.05 0.13 -0.02 -0.8989
C 2.630 1.247 4.594 0.00 0.08 0.08 -0.1000
O 4.390 -2.962 -1.679 0.03 -0.01 -0.01 -0.4843
C 1.241 1.836 4.774 0.04 -0.04 0.09 -0.0996
C 3.132 -3.043 -2.151 -0.10 0.10 -0.03 0.9739
H -3.430 1.008 -1.242 0.03 0.07 -0.02 0.2057
C -1.517 2.176 0.458 0.15 0.30 -0.31 -0.0751
F -2.086 -0.220 -4.051 0.02 0.08 -0.05 -0.4844
O -2.852 2.721 0.553 -0.03 -0.21 0.40 -0.5491
C 1.437 0.969 2.693 -0.06 0.01 0.09 0.9747
O -1.387 -2.313 0.278 -0.15 -0.08 0.04 -0.5960
H -0.596 0.417 -0.284 0.02 -0.13 0.19 0.2379
C 2.931 -2.471 0.035 0.07 0.02 0.11 -0.1049
O 2.476 0.471 3.400 0.01 -0.01 -0.05 -0.4912
H -2.505 5.700 1.912 0.03 0.01 0.02 0.2450
O -3.951 3.620 2.263 -0.05 0.09 -0.14 -0.5471
O 0.764 1.886 3.424 -0.02 0.02 -0.04 -0.4940
H 2.945 0.604 5.411 -0.03 -0.07 -0.05 0.2087
H -0.831 -3.330 -3.805 -0.14 0.13 0.07 0.2034
O -1.100 -2.412 -1.951 -0.13 -0.08 0.04 -0.5000
O -0.705 -4.214 -0.711 -0.05 -0.04 0.03 -0.4931
H -1.878 2.513 -2.235 0.25 -0.01 0.03 0.3973
H 0.583 1.186 5.351 0.01 -0.01 0.00 0.1931
H -1.040 2.172 1.437 -0.03 -0.06 0.01 0.1992
C -1.608 0.771 -0.095 -0.13 0.46 -0.18 -0.4238
C -2.036 4.821 1.481 0.06 -0.15 0.03 -0.7440
H 2.503 -1.632 0.577 -0.04 0.05 -0.08 0.2298
C -0.398 -3.328 -2.809 0.03 -0.07 -0.06 -0.1095
O 1.149 0.647 1.586 0.15 -0.04 -0.05 -0.5827
H -1.171 4.544 2.087 0.00 0.04 0.02 0.2376
H 0.638 -3.015 -2.848 -0.03 -0.06 -0.17 0.2225
C -2.394 0.698 -1.394 -0.32 -0.20 0.19 -0.2384
H 3.386 2.013 4.417 -0.01 0.01 0.00 0.1882
H -2.402 -0.334 -1.726 0.07 -0.01 -0.10 0.2367
O 2.821 -3.404 -3.243 0.19 -0.06 0.13 -0.5868
```
Forces are in eV/Å.

SMILES	CC(=O)OCCCNS(=O)(=O)F.O=C1OCCO1.O=C1OCCO1.O=C1OCCO1
LUMO	0.2	eV
gap between HOMO and LUMO	10.474	eV
F_max	0.5	eV/A
HOMO	-10.28	eV

Record 4
# C3H7NO2

2 unconnected molecules or ions with the total composition C3H7NO2 (the ωB97M-V functional and the def2-TZVPD basis, the Open Molecules 2025 dataset).

Geometry as XYZ:
```
13
Properties=species:S:1:pos:R:3:forces:R:3:nbo_charge:R:1
H -2.701 -0.374 2.593 0.00 -0.02 0.31 0.2137
H -1.144 -1.261 3.094 0.20 0.02 -0.12 0.2022
H 2.877 1.572 -2.938 -0.36 0.26 0.16 0.4003
H -2.706 -1.307 0.405 -0.20 0.16 0.09 0.1806
O -0.987 -2.275 0.480 0.27 -0.49 -0.55 -0.6951
O 1.247 3.225 -1.892 0.03 -0.10 0.17 -0.5988
H -0.139 -2.399 0.926 -0.47 0.27 0.42 0.4814
C -1.913 -1.507 1.108 0.76 -0.09 -0.04 0.1631
H 2.513 0.302 -1.866 -0.34 0.57 0.21 0.3931
N 2.336 1.264 -2.141 0.69 -0.97 -0.22 -0.8256
C 1.483 2.101 -1.507 -0.07 0.42 -0.27 0.5195
C -1.880 -1.027 2.340 -0.54 0.15 -0.11 -0.5456
H 1.012 1.686 -0.603 0.04 -0.18 -0.05 0.1114
```
Forces are in eV/Å.

SMILES	C=CO.NC=O
LUMO	0.5	eV
gap between HOMO and LUMO	9.789	eV
F_max	1.2	eV/A
HOMO	-9.30	eV

Record 5
# C16H24N2O2

C16H24N2O2 in the gas phase (the ωB97M-V functional and the def2-TZVPD basis, the Open Molecules 2025 dataset).

Geometry as XYZ:
```
44
Properties=species:S:1:pos:R:3:forces:R:3:nbo_charge:R:1
H 1.259 2.558 -1.228 -0.01 -0.10 0.11 0.1781
H -1.436 -6.044 -2.896 -0.05 -0.04 -0.06 0.2184
C 0.419 -2.874 -0.704 -0.07 0.00 0.37 -0.1547
C -0.420 1.576 -0.259 0.10 -0.09 -0.26 -0.2534
C 0.841 -1.619 -0.231 -0.12 -0.40 0.13 0.3326
C -0.239 -3.554 1.557 -0.04 -0.02 0.18 -0.2909
C -0.113 -3.819 0.198 0.25 0.67 0.06 0.2196
O 0.345 1.364 -2.559 -0.10 -0.20 -0.28 -0.7144
C -0.038 3.878 2.703 -0.16 -0.09 -0.27 -0.6050
H -0.070 -5.442 -3.842 0.00 -0.02 -0.06 0.2321
O 1.355 -0.784 -1.186 -0.25 -0.32 -0.02 -0.5171
C -0.545 3.546 1.295 -0.07 0.26 0.17 0.1266
H 0.738 -3.027 -2.904 0.05 0.01 -0.24 0.2255
H -2.396 4.594 1.678 -0.07 0.14 0.01 0.2076
H -2.486 2.842 1.908 -0.07 -0.07 0.09 0.2195
C 0.778 1.573 -1.236 -0.01 -0.21 0.45 0.0632
H 0.095 -2.063 3.037 -0.02 0.01 0.09 0.2128
H 1.129 4.528 0.314 0.11 0.01 -0.01 0.2020
H -0.422 3.151 3.413 -0.05 -0.07 0.10 0.2181
H -0.276 5.565 0.562 -0.03 0.16 -0.02 0.2112
H 2.708 0.653 -1.515 -0.11 0.00 0.15 0.2002
H -1.238 2.112 -0.742 0.04 -0.03 -0.03 0.2087
H -0.836 -5.774 -0.151 0.04 0.09 -0.03 0.4083
H 2.146 0.592 0.170 0.02 -0.06 -0.03 0.1775
H 0.194 0.413 -2.659 -0.01 0.07 -0.02 0.4756
H -0.752 0.542 -0.106 -0.06 0.09 -0.20 0.2015
H -0.648 -4.285 2.237 -0.04 -0.05 0.10 0.2109
H -0.365 4.870 3.002 0.00 0.13 0.04 0.2085
C 0.398 -3.476 -1.993 -0.03 -0.17 -0.16 -0.2985
H -2.473 3.527 0.282 -0.10 0.00 -0.12 0.2055
N -0.151 2.162 1.040 0.34 -0.17 0.17 -0.6469
H 0.995 -0.410 1.539 0.01 0.12 0.00 0.2140
C -2.074 3.633 1.287 0.27 -0.03 0.00 -0.6172
H 0.182 -6.692 -2.617 0.02 -0.07 -0.05 0.2183
C 0.178 -2.317 1.991 -0.09 -0.23 0.05 -0.1922
H 0.826 2.040 1.283 0.00 0.02 0.07 0.3479
C -0.377 -5.787 -2.860 -0.01 0.03 0.11 -0.6417
N -0.435 -4.931 -0.525 -0.12 -0.31 -0.01 -0.5422
H 1.050 3.852 2.736 0.16 0.00 0.01 0.1993
C -0.126 -4.726 -1.849 0.07 0.07 -0.33 0.1729
H -0.299 4.350 -0.714 -0.03 0.00 -0.16 0.2097
C 0.709 -1.361 1.120 0.22 0.41 -0.21 -0.3306
C 0.040 4.559 0.297 -0.12 -0.23 0.20 -0.6330
C 1.831 0.507 -0.873 0.08 0.70 -0.08 -0.0880
```
Forces are in eV/Å.

SMILES	Cc1cc2c(OC[C@@H](O)CNC(C)(C)C)cccc2[nH]1
LUMO	0.8	eV
gap between HOMO and LUMO	8.390	eV
F_max	0.7	eV/A
HOMO	-7.56	eV

Record 6
# C3H2N2O2

C3H2N2O2 in the gas phase (the ωB97M-V functional and the def2-TZVPD basis, the Open Molecules 2025 dataset).

Geometry as XYZ:
```
9
Properties=species:S:1:pos:R:3:forces:R:3:nbo_charge:R:1
N 0.137 1.342 -0.391 -0.20 -0.31 -0.35 -0.0765
N -1.323 -0.473 -0.499 -0.06 -0.71 0.63 -0.5981
O 0.468 0.779 0.851 0.01 0.04 0.20 -0.3888
H 1.289 -0.647 1.939 0.13 0.08 -0.15 0.1432
C -1.450 -1.412 0.208 -0.21 0.63 -0.69 0.3952
H -1.155 1.075 -1.937 0.11 -0.05 0.21 0.2264
C -0.782 0.692 -0.991 0.31 0.13 0.07 0.2191
O 1.622 -0.982 -0.058 -0.26 0.48 0.39 -0.5492
C 1.195 -0.374 0.878 0.18 -0.29 -0.31 0.6287
```
Forces are in eV/Å.

LUMO	-0.2	eV
gap between HOMO and LUMO	10.936	eV
F_max	1.0	eV/A
HOMO	-11.18	eV

Record 7
# C38H44IrOP2

A molecular structure, C38H44IrOP2 (the ωB97M-V functional and the def2-TZVPD basis, the Open Molecules 2025 dataset).

Geometry as XYZ:
```
86
Properties=species:S:1:pos:R:3:forces:R:3:mulliken_spin:R:1
P 0.897 0.715 -7.372 1.51 2.35 -0.49 0.1981
C -0.565 -2.627 -8.784 -0.54 0.19 -0.82 0.0113
H 0.893 5.193 -5.262 0.30 -0.24 0.07 -0.0001
C 2.242 -0.222 -11.207 -0.04 0.18 -0.07 0.0021
C -0.147 1.971 -2.386 0.75 -0.19 -0.18 0.0421
C 1.469 4.288 -5.465 -0.26 0.03 -0.24 -0.0050
H 2.698 2.675 -8.691 0.12 -0.33 -0.12 0.0008
C -0.906 1.689 -3.433 0.58 -0.78 -1.60 -0.0185
C 1.648 2.167 -6.580 -0.32 0.41 -0.46 -0.0206
H 2.849 -1.707 -0.541 -0.52 0.21 -0.08 0.0013
P -0.660 -1.465 -7.486 -1.28 -1.96 -2.22 0.3583
H 1.025 -3.435 -5.794 -0.05 -0.40 0.21 -0.0296
H -2.800 1.890 -1.109 0.32 -0.50 0.01 0.0072
C 2.737 4.093 -4.918 -0.11 -0.02 0.20 0.0086
H -2.718 -0.089 -7.907 0.04 0.55 -0.26 -0.0012
H 3.613 1.269 -6.603 -0.16 0.10 0.33 -0.0077
C 0.238 -1.171 0.417 -0.55 -0.06 1.08 0.1332
C -1.918 -0.059 -1.558 -1.22 0.62 2.43 0.3201
C -1.446 -3.535 -3.516 1.14 -0.28 0.28 0.0606
H -1.104 2.105 -8.057 -0.44 -0.09 0.16 0.0043
H -2.359 -1.815 -9.655 0.17 -0.46 -0.28 0.0007
H -0.966 3.324 -0.944 -0.13 -0.40 0.08 -0.0008
H 3.949 2.683 -10.787 -0.12 -0.12 0.06 0.0000
C 1.777 0.734 -9.013 -0.50 -0.19 -0.47 -0.0453
H -1.725 -3.889 -2.518 0.30 0.10 -0.31 0.0016
H 0.914 -0.668 1.129 -0.14 -0.40 -0.41 -0.0023
H 1.421 -0.132 -3.476 0.67 -0.18 -1.14 -0.0206
H -3.516 -3.581 -4.173 0.21 -0.24 -0.02 0.0197
H -0.406 1.159 -4.267 0.02 0.62 0.25 0.1214
H 0.935 1.834 -2.430 -0.21 -0.09 -0.37 -0.0003
H 0.747 -0.987 -9.864 0.61 0.22 -0.06 -0.0033
C 0.898 3.311 -6.288 0.47 -0.30 0.41 0.0062
C -2.347 1.968 -3.751 -0.80 0.06 -0.07 -0.0446
H -3.467 0.217 -4.456 -0.02 0.02 0.41 0.0463
H -1.981 1.107 0.244 -0.13 -0.04 -0.21 0.0113
H 0.129 -2.234 0.680 0.03 0.38 0.11 0.0000
C -2.255 -2.701 -5.650 0.61 -0.24 0.87 0.0894
C 3.150 0.807 -11.488 -0.15 -0.19 0.47 0.0012
C -0.487 -4.434 -10.834 -0.12 0.49 0.23 0.0448
H -1.838 -0.905 -0.880 -0.51 0.32 -0.08 0.0232
C 2.601 1.819 -9.356 0.12 0.06 0.24 0.0004
H -2.378 2.160 -4.844 -0.04 0.16 0.65 0.0009
C 3.298 1.843 -10.564 -0.21 -0.24 -0.17 -0.0004
C -1.581 -2.580 -9.755 0.46 -0.14 0.57 0.0479
H 1.205 -0.077 -1.148 -0.52 -0.08 0.07 0.0509
H 2.369 -1.508 -4.231 0.19 0.68 0.09 0.0303
H -2.716 2.882 -3.252 0.22 -0.39 -0.14 0.0055
H 3.727 0.796 -12.413 -0.21 0.05 0.24 0.0000
H -3.007 -2.493 -6.420 -0.03 -0.02 0.62 0.0120
C 0.536 -3.503 -8.852 -0.56 0.28 0.07 0.0523
O -0.255 -1.199 -1.922 1.14 -0.15 -0.21 0.9679
C 1.931 -0.507 -4.414 1.02 0.72 0.66 0.1467
C -0.109 -3.389 -3.874 -0.69 -0.30 -0.56 0.0797
Ir 0.582 -0.951 -5.879 3.07 0.77 3.25 1.2276
H 2.327 -2.069 -2.176 0.04 -0.05 -0.15 0.0031
H 3.129 4.819 -4.202 -0.08 -0.20 -0.27 0.0000
C 3.504 2.977 -5.271 -0.36 0.20 -0.48 0.0010
C -1.651 -0.007 -7.735 0.60 1.48 -0.58 0.0466
H -4.377 1.185 -3.306 0.31 -0.23 -0.05 0.0382
H -0.107 3.414 -6.699 0.24 0.16 0.34 0.0028
C -0.899 -2.359 -5.902 -2.62 -1.47 -1.35 0.1323
C -2.973 -0.181 -2.449 -0.81 0.03 -1.74 0.3048
C 1.527 -0.231 -10.009 0.04 -0.16 0.27 0.0212
H 0.711 -3.684 -3.236 -0.15 -0.07 0.31 0.0072
C 2.994 2.078 -6.206 -0.18 -0.18 0.60 0.0264
C 0.776 -1.098 -0.998 1.57 0.82 -0.22 -0.0282
C 1.991 -2.038 -1.147 -0.44 -0.33 -0.17 -0.0010
C -2.488 -3.355 -4.447 -0.91 0.87 -0.77 0.1092
C -1.548 -3.507 -10.776 0.20 -0.41 -0.33 -0.0164
H 2.079 -1.018 -11.936 -0.02 0.27 0.22 -0.0001
H -0.467 -5.153 -11.644 0.03 0.01 0.08 0.0022
H -2.353 -3.497 -11.515 0.41 -0.20 0.11 -0.0001
C 0.214 -2.990 -5.223 -0.35 0.03 0.65 0.3473
C -0.674 2.264 -1.046 -0.61 0.20 0.72 0.0241
C -0.840 1.104 -7.734 -1.25 -1.45 -0.66 -0.0279
H -0.739 -0.694 0.514 0.34 -0.04 0.21 -0.0056
H -3.657 -1.027 -2.344 0.40 -0.08 -0.04 -0.0380
H 4.479 2.802 -4.832 0.05 0.21 -0.17 0.0000
C -1.893 1.323 -0.827 0.38 0.34 0.27 0.0741
C 0.561 -4.417 -9.891 -0.22 -0.22 -0.29 -0.0090
H 1.393 -5.124 -9.968 -0.37 0.27 -0.07 -0.0001
H 1.335 -3.427 -8.106 -0.28 -0.14 -0.38 0.0049
C -3.362 0.792 -3.514 0.80 0.21 0.17 0.0417
H 2.658 0.199 -4.852 -0.08 -0.38 1.07 -0.0006
H 1.755 -3.051 -0.810 -0.07 0.01 -0.12 0.0002
H 0.075 2.100 -0.260 -0.09 -0.06 -0.31 0.0042
```
Forces are in eV/Å.

net charge	+2
LUMO (alpha / beta)	-5.4 / -8.2	eV
gap between HOMO and LUMO (alpha / beta)	4.924 / 5.361	eV
multiplicity	6
F_max	4.5	eV/A
HOMO (alpha / beta)	-10.34 / -13.55	eV

Record 8
# C10H16

2 unconnected molecules or ions with the total composition C10H16 (the ωB97M-V functional and the def2-TZVPD basis, the Open Molecules 2025 dataset).

Geometry as XYZ:
```
26
Properties=species:S:1:pos:R:3:forces:R:3:nbo_charge:R:1
C -0.628 1.732 -0.474 1.42 1.30 -1.30 -0.2338
H 2.712 -2.670 0.693 -0.41 -0.02 0.28 0.2039
H 2.845 0.849 2.069 -0.86 -1.04 -0.23 0.2118
H -3.471 -1.611 0.744 0.93 -0.64 -0.79 0.2288
C -2.759 -0.022 -0.533 1.02 0.89 1.31 -0.0223
H -1.773 -0.997 -2.193 0.31 -0.25 0.00 0.2147
H 4.166 -1.140 1.390 0.03 0.64 0.77 0.2021
H 0.080 0.665 -2.186 -0.02 -0.13 0.68 0.2120
H 4.292 -0.494 -0.152 0.66 0.65 -0.62 0.1968
C 2.824 0.643 0.971 0.53 0.14 2.11 -0.6377
H 0.239 2.391 -0.583 -0.34 -0.05 0.37 0.2144
H 3.355 1.584 0.820 -0.05 -0.05 -1.55 0.2182
C -2.753 1.122 0.296 0.70 -0.58 0.13 -0.2124
C -1.685 -0.235 -1.436 -1.75 1.05 0.92 -0.2108
C 2.669 -1.784 0.071 0.28 0.49 -0.54 -0.6030
C 3.582 -0.639 0.629 -0.44 -1.31 -0.87 -0.4154
H 1.659 -1.392 -0.052 -0.19 -0.43 0.15 0.2035
C -1.700 2.036 0.298 -1.17 -0.52 0.50 -0.1979
H 1.791 0.580 0.600 0.48 0.58 0.15 0.2178
H -3.426 1.198 1.149 -0.52 0.01 -0.60 0.2047
H -4.149 -1.641 -0.974 0.38 -0.12 0.43 0.2191
H 2.990 -2.134 -0.928 -0.04 0.33 0.36 0.2014
C -0.672 0.695 -1.383 0.72 -0.71 -1.50 -0.2049
H -4.627 -0.623 0.396 0.09 0.58 -1.04 0.2192
H -1.812 2.917 0.915 0.47 0.01 0.09 0.2155
C -3.749 -1.032 -0.149 -2.22 -0.85 0.79 -0.6457
```
Forces are in eV/Å.

SMILES	Cc1ccccc1.CCC
LUMO	1.0	eV
gap between HOMO and LUMO	9.924	eV
F_max	2.5	eV/A
HOMO	-8.91	eV